(1)
Here is a gas-phase ion, C9H12ClN2O (charge +1) in a non-equilibrium geometry from the Open Molecules 2025 dataset. Energies are from ωB97M-V with the def2-TZVPD basis set.

Summary:
Total energy: -994.84241 Ha
ΔE to the lowest compared entry with this formula, charge and spin: 0.00 kJ/mol
2S+1: 1
Charge: +1
Kohn-Sham gap: 8.2 eV
E_HOMO: -0.433 hartree
Lowest unoccupied orbital energy: -3.55 eV

Each line ends with the Löwdin charge.
Cartesian coordinates (Å):
C  -1.6447  -0.5108  -1.1603  -0.0310
C  -2.9078  -1.0013  -0.9150  -0.0925
C  -3.4386  1.0228  0.2887  -0.0336
C  -2.1707  1.5536  0.0295  -0.2507
C  -1.2676  0.7329  -0.6679  -0.1934
C  -3.7975  -0.2322  -0.1637  -0.6637
C  1.1414  0.7000  -0.7891  -0.0678
C  0.6476  -1.0987  0.8103  0.0117
C  2.8679  -0.7901  -0.1073  0.0018
N  -1.7968  2.7680  0.5225  0.1427
N  1.4921  -0.3352  -0.0854  -0.1154
O  0.0059  1.2663  -0.9764  0.1180
Cl  -5.3616  -0.8448  0.1840  0.7368
H  -0.9496  -1.0829  -1.7562  0.1317
H  -3.2135  -1.9568  -1.3040  0.1127
H  -4.1430  1.6185  0.8477  0.1211
H  1.9374  1.2207  -1.3201  0.1821
H  1.1888  -1.2635  1.7414  0.1156
H  -0.2809  -0.5825  1.0341  0.0999
H  0.4207  -2.0721  0.3706  0.1203
H  3.4357  -0.3000  -0.8933  0.1053
H  3.3403  -0.5852  0.8536  0.1149
H  2.8885  -1.8661  -0.2763  0.1148
H  -1.0333  3.2485  0.0734  0.1053
H  -2.5301  3.3589  0.8784  0.1133

---

(2)
Here is a single C9H12FNSi molecule in a non-equilibrium geometry from the Open Molecules 2025 dataset. Energies are from ωB97M-V with the def2-TZVPD basis set.

Summary:
Total energy: -794.28061 Ha
2S+1: 1
Kohn-Sham gap: 8.2 eV
E_HOMO: -0.271 hartree
Lowest unoccupied orbital energy: 0.80 eV

Each line ends with the Löwdin charge.
Cartesian coordinates (Å):
C  2.4661  0.5132  1.1450  -0.0460
C  3.2316  -0.4884  0.5570  -0.0224
C  1.2978  -1.3825  -0.6117  -0.0409
C  1.1127  0.5968  0.8844  -0.2586
C  2.6478  -1.4124  -0.2799  -0.2931
C  0.4883  -0.4183  -0.0798  -0.1558
C  -1.0949  1.5823  0.8447  -0.2284
C  -2.5966  -1.1989  0.3198  -0.1745
C  -1.6968  0.5542  -2.1090  -0.1726
N  0.2306  1.4728  1.4175  -0.0587
F  3.4267  -2.3894  -0.8160  0.0283
Si  -1.3066  0.0490  -0.3142  0.6624
H  2.9406  1.2275  1.8039  0.1051
H  4.2917  -0.5575  0.7483  0.1161
H  0.9004  -2.1226  -1.2898  0.1152
H  -1.8326  1.6232  1.6492  0.0744
H  -1.1856  2.5202  0.2855  0.0768
H  -3.6082  -0.8388  0.1546  0.0225
H  -2.4989  -2.1443  -0.2032  0.0225
H  -2.4818  -1.3927  1.3813  0.0256
H  -1.1876  1.4732  -2.3813  0.0251
H  -1.3683  -0.2164  -2.7988  0.0229
H  -2.7623  0.6979  -2.2568  0.0206
H  0.5857  2.2519  1.9492  0.1338

---

(3)
Here is a single C9H12I2 molecule in a non-equilibrium geometry from the Open Molecules 2025 dataset. Energies are from ωB97M-V with the def2-TZVPD basis set.

Summary:
Total energy: -945.40232 Ha
ΔE to the lowest compared entry with this formula, charge and spin: 114.39 kJ/mol
2S+1: 1
Kohn-Sham gap: 8.8 eV
E_HOMO: -0.330 hartree
Lowest unoccupied orbital energy: -0.17 eV

Each line ends with the Löwdin charge.
Cartesian coordinates (Å):
C  -0.0481  1.6953  -0.3173  -0.2543
C  -0.0496  3.0048  -0.1282  0.0518
C  -0.4888  -3.2076  -0.1724  0.0119
C  0.0025  -2.1842  0.4786  -0.3269
C  -0.4373  1.0559  -1.6107  -0.2101
C  -0.6277  -0.4723  -1.4249  -0.2272
C  0.0965  0.2938  0.8495  -0.7578
C  0.2958  -0.8901  -0.1857  -0.7674
C  1.0465  0.6898  1.9401  -0.2026
I  -1.8494  0.0310  1.7600  0.9509
I  2.4691  -0.8108  -0.8335  0.8183
H  0.0403  3.4195  0.8103  0.0445
H  -0.1032  3.6101  -0.9176  0.0300
H  -0.9229  -4.1088  0.3254  0.0889
H  -0.4253  -3.2841  -1.1837  0.0311
H  0.0330  -2.2505  1.6437  0.1233
H  -1.4557  1.4242  -1.9285  0.1381
H  0.4516  1.1327  -2.2848  0.1062
H  -1.6755  -0.5591  -1.1016  0.0772
H  -0.2756  -1.1000  -2.2630  0.1037
H  1.9924  0.0070  2.0869  0.0955
H  0.5091  0.8201  2.8373  0.0021
H  1.4224  1.6833  1.6200  0.0728

---

(4)
Here is 2 unconnected molecules or ions with the total composition C9H12IP in a non-equilibrium geometry from the Open Molecules 2025 dataset. Energies are from ωB97M-V with the def2-TZVPD basis set.

Summary:
Total energy: -989.03343 Ha
ΔE to the lowest compared entry with this formula, charge and spin: 268.51 kJ/mol
2S+1: 1
Kohn-Sham gap (alpha / beta): 7.8 / 7.3 eV
E_HOMO (alpha / beta): -0.307 / -0.314 hartree
Lowest unoccupied orbital energy (alpha / beta): -0.60 / -1.23 eV

Each line ends with the Löwdin charge.
Cartesian coordinates (Å):
C  1.5471  -0.2314  -0.7348  -0.0505
C  -0.6606  -0.1029  -1.5993  -0.0046
C  0.7005  -0.3354  -1.7996  -0.2950
C  1.0753  0.1722  0.5135  -0.2838
C  -1.1870  0.2033  -0.3591  -0.2968
C  -0.2619  0.4781  0.6390  0.0260
C  1.2298  -0.8838  -3.0790  -0.0603
C  2.0341  0.0470  1.7824  -0.0383
C  -2.6012  0.3458  0.0353  -0.0804
P  -1.4282  1.5078  3.2197  0.2234
I  -2.9870  0.0177  4.3252  0.1955
H  2.5451  -0.7518  -0.7148  0.1381
H  -1.2821  -0.0150  -2.4177  0.0974
H  2.1270  -0.3603  -3.2729  0.0550
H  1.3961  -2.0596  -3.1877  0.1365
H  0.5742  -0.4926  -3.8324  0.0621
H  3.1134  0.1021  1.3630  0.1044
H  1.6128  0.8287  2.4184  0.0253
H  1.5909  -0.9114  2.1681  0.0908
H  -3.1062  1.2838  -0.1715  0.0876
H  -3.1018  -0.5134  -0.3861  0.0789
H  -2.7433  0.1310  1.1109  0.0046
H  -0.1870  1.5401  3.9795  -0.2159

---

(5)
Here is a gas-phase ion, C9H12N (charge +1) in a non-equilibrium geometry from the Open Molecules 2025 dataset. Energies are from ωB97M-V with the def2-TZVPD basis set.

Summary:
Total energy: -404.37074 Ha
ΔE to the lowest compared entry with this formula, charge and spin: 614.92 kJ/mol
2S+1: 1
Charge: +1
Kohn-Sham gap (alpha / beta): 9.3 / 9.3 eV
E_HOMO (alpha / beta): -0.497 / -0.497 hartree
Lowest unoccupied orbital energy (alpha / beta): -4.24 / -4.24 eV

Each line ends with the Löwdin charge.
Cartesian coordinates (Å):
C  -1.8500  0.2518  -0.9144  -0.0268
C  -1.7286  -0.7116  0.0476  -0.0616
C  -1.3407  1.6738  -1.2282  0.0565
C  -1.4032  -0.0271  1.4088  -0.0097
C  -0.5354  0.4549  -1.6056  -0.1422
C  -0.3152  -1.2889  -0.0140  -0.0479
C  0.0847  -0.1797  1.0251  -0.2001
C  1.2227  -0.3381  1.9392  0.0145
C  1.6872  -0.0869  -1.1170  -0.0028
N  0.3955  -0.1176  -0.5489  -0.1023
H  -1.8940  2.0969  -2.0899  0.1378
H  -1.1652  2.2507  -0.3378  0.1105
H  -1.8334  1.0113  1.4562  0.1374
H  -1.4720  -0.7209  2.2493  0.1314
H  -0.3035  0.1737  -2.6270  0.1593
H  -0.1629  -2.4110  -0.2089  0.2039
H  0.8842  -1.0317  2.7846  0.1457
H  1.7636  0.4465  2.4179  0.0956
H  1.8677  -0.9413  1.4365  0.0420
H  2.4020  -0.8048  -0.6924  0.1164
H  1.5336  -0.5422  -2.1497  0.1369
H  2.1630  0.8422  -1.2314  0.1057

---

(6)
Here is 2 unconnected molecules or ions with the total composition C9H12N2 in a non-equilibrium geometry from the Open Molecules 2025 dataset. Energies are from ωB97M-V with the def2-TZVPD basis set.

Summary:
Total energy: -459.37714 Ha
ΔE to the lowest compared entry with this formula, charge and spin: 814.89 kJ/mol
2S+1: 1
Kohn-Sham gap (alpha / beta): 8.6 / 7.8 eV
E_HOMO (alpha / beta): -0.314 / -0.278 hartree
Lowest unoccupied orbital energy (alpha / beta): 0.03 / 0.26 eV

Each line ends with the Löwdin charge.
Cartesian coordinates (Å):
C  2.4151  -0.1797  0.8968  -0.1073
C  1.6459  -0.0533  -1.1364  -0.0837
C  1.6533  0.6696  -0.0326  -0.2855
C  1.2409  3.1600  0.5921  0.0125
C  -1.3336  0.6390  -0.5121  0.1268
C  1.0674  1.8705  0.4354  -0.0109
C  -1.8564  -0.5218  -0.0953  -0.4638
C  -2.7463  -1.3513  -0.9774  -0.0795
C  -1.5622  -0.9338  1.3378  -0.0950
N  2.8103  -1.2634  0.3418  0.0495
N  2.3663  -1.2104  -0.9268  0.0107
H  2.6509  0.1189  1.8310  0.0797
H  1.1950  0.2144  -2.1739  0.1611
H  0.5917  3.6844  1.1423  0.0057
H  2.1910  3.6209  0.3964  0.0628
H  -1.4207  1.1263  -1.4222  0.0212
H  -2.9422  -0.7943  -1.9059  0.0767
H  -3.6681  -1.5429  -0.4694  0.0650
H  -2.1641  -2.3062  -1.1731  0.1016
H  -0.4364  -0.7448  1.4470  0.0670
H  -2.0195  -0.2189  2.2200  0.1244
H  -1.8645  -2.0096  1.5886  0.0832
H  2.1863  -1.9736  -1.4039  0.0776

---

(7)
Here is a single C9H12N2 molecule in a non-equilibrium geometry from the Open Molecules 2025 dataset. Energies are from ωB97M-V with the def2-TZVPD basis set.

Summary:
Total energy: -459.56942 Ha
ΔE to the lowest compared entry with this formula, charge and spin: 310.06 kJ/mol
2S+1: 1
Kohn-Sham gap: 8.0 eV
E_HOMO: -0.295 hartree
Lowest unoccupied orbital energy: 0.01 eV

Each line ends with the Löwdin charge.
Cartesian coordinates (Å):
C  -1.8927  -1.4975  0.0728  -0.0688
C  -3.2093  -1.1590  -0.0284  -0.0498
C  0.2786  -0.0718  0.2769  0.1923
C  -3.2674  0.2742  -0.0225  -0.3782
C  -1.2111  -0.2442  0.1162  -0.3160
C  -4.4987  1.1030  -0.0734  -0.0426
C  3.5072  -1.1580  -0.0105  -0.0594
C  3.4807  1.3610  0.1256  -0.0604
C  2.7042  0.1133  -0.2929  -0.4612
N  -2.0732  0.8128  0.0637  0.0895
N  1.5195  0.0586  0.4970  0.1124
H  -1.4358  -2.4675  0.0972  0.0957
H  -4.0523  -1.8169  -0.0968  0.0961
H  -4.9533  1.1427  0.9183  0.0787
H  -4.2498  2.1160  -0.3804  0.0741
H  -5.2268  0.6792  -0.7611  0.0729
H  3.7899  -1.1973  1.0404  0.0829
H  2.9148  -2.0409  -0.2466  0.0777
H  4.4079  -1.1660  -0.6208  0.0801
H  3.6539  1.3439  1.1980  0.0819
H  2.9181  2.2582  -0.1209  0.0793
H  4.4361  1.3926  -0.3872  0.0783
H  2.4595  0.1636  -1.3647  0.1444

---

(8)
Here is 2 unconnected molecules or ions with the total composition C9H12N2O3 in a non-equilibrium geometry from the Open Molecules 2025 dataset. Energies are from ωB97M-V with the def2-TZVPD basis set.

Summary:
Total energy: -685.05421 Ha
ΔE to the lowest compared entry with this formula, charge and spin: 929.02 kJ/mol
2S+1: 1
Kohn-Sham gap: 7.9 eV
E_HOMO: -0.340 hartree
Lowest unoccupied orbital energy: -1.38 eV

Each line ends with the Löwdin charge.
Cartesian coordinates (Å):
C  -4.9590  16.2190  54.0720  -0.1275
C  -5.0610  17.3230  53.1040  0.0095
C  -4.9050  17.0300  51.6670  0.0707
C  -4.3430  15.6290  51.2990  -0.0501
C  -4.2600  14.5470  52.4040  0.0968
C  -4.5790  15.0370  53.8110  -0.1158
N  -3.8640  15.3820  49.8880  -0.3275
O  -3.6140  14.1550  49.7190  0.0211
O  -3.5760  16.3330  49.1230  0.0610
H  -5.0950  16.4440  55.1540  0.1269
H  -5.2730  18.3050  53.2490  0.0565
H  -5.1040  17.6840  51.0320  0.0039
H  -3.9690  13.5250  52.0160  0.1121
H  -4.4550  14.3680  54.5590  0.0696
C  1.4840  17.3260  51.2040  -0.3418
O  2.0700  18.2970  51.7440  -0.0142
N  0.2290  17.0450  51.3470  -0.1372
C  -0.3110  15.8390  50.7300  0.0040
C  -0.6190  17.7390  52.2740  -0.0066
H  1.9630  16.6610  50.6190  0.0963
H  -1.1910  15.4490  50.9960  0.0315
H  0.5880  15.0520  51.0460  0.1723
H  -0.5500  15.8480  49.8460  -0.0077
H  -0.2120  17.8990  53.1320  0.0356
H  -1.3950  17.2420  52.6460  0.0508
H  -0.8000  18.7060  51.8580  0.1097